# 1
77
Properties=species:S:1:pos:R:3 method="wB97M-V/def2-TZVPD" spin_multiplicity=6 mol_weight_g_mol=686.733 homo_energy_ha="-0.166 / -0.164" lumo_ha="0.1040 / 0.0775" largest_force_ev_per_a=0.81 homo_lumo_gap_ev="7.348 / 6.577" charge=-1
Ru 0.02 -0.92 0.01
O 0.66 -2.76 0.94
C 1.03 -3.25 2.07
C 1.29 -4.65 2.17
C 1.71 -5.23 3.34
C 1.92 -4.45 4.50
C 1.69 -3.10 4.43
C 1.23 -2.49 3.25
C 1.06 -1.06 3.26
N 0.52 -0.34 2.35
C 0.52 1.11 2.58
C 0.95 1.80 1.30
N -0.01 1.35 0.30
C -0.43 2.14 -0.61
C -1.53 1.84 -1.48
C -1.85 2.72 -2.52
C -2.93 2.52 -3.34
C -3.75 1.40 -3.09
C -3.49 0.53 -2.05
C -2.36 0.70 -1.20
O -2.12 -0.14 -0.26
H 1.13 -5.23 1.27
H 1.89 -6.30 3.37
H 2.27 -4.91 5.42
H 1.86 -2.48 5.31
H 1.44 -0.56 4.16
H 1.18 1.39 3.40
H -0.50 1.42 2.82
H 1.96 1.49 1.03
H 0.94 2.88 1.42
H 0.03 3.13 -0.71
H -1.20 3.58 -2.69
H -3.16 3.20 -4.15
H -4.61 1.21 -3.72
H -4.11 -0.34 -1.87
S -1.41 -2.95 -1.03
C -1.11 -2.11 -2.50
C -1.59 -2.51 -3.77
C -1.30 -1.75 -4.87
C -0.53 -0.59 -4.73
C -0.08 -0.26 -3.48
N -0.35 -1.00 -2.39
H -2.19 -3.41 -3.83
H -1.66 -2.05 -5.85
H -0.29 0.04 -5.58
H 0.50 0.63 -3.31
C 4.61 -3.47 1.96
C 4.71 -1.98 1.68
C 4.46 -1.19 2.96
C 6.08 -1.65 1.11
O 3.62 -1.73 0.74
P 3.47 -0.42 -0.17
O 3.93 0.80 0.53
O 2.05 -0.47 -0.70
O 4.48 -0.67 -1.40
C 4.27 -1.52 -2.56
C 5.67 -1.77 -3.09
C 3.45 -0.75 -3.59
C 3.60 -2.85 -2.21
H 5.33 -3.75 2.72
H 4.81 -4.04 1.05
H 3.60 -3.72 2.31
H 5.25 -1.39 3.68
H 3.50 -1.48 3.39
H 4.44 -0.12 2.73
H 6.84 -1.88 1.86
H 6.16 -0.59 0.85
H 6.29 -2.23 0.21
H 6.16 -0.81 -3.30
H 5.63 -2.35 -4.01
H 6.27 -2.31 -2.35
H 3.97 0.17 -3.87
H 2.48 -0.50 -3.16
H 3.29 -1.36 -4.49
H 4.20 -3.40 -1.47
H 3.52 -3.46 -3.12
H 2.60 -2.70 -1.80

# 2
70
Properties=species:S:1:pos:R:3 method="wB97M-V/def2-TZVPD" mol_weight_g_mol=456.634 homo_energy_ha=-0.208 lumo_ha=-0.0268 relative_energy_ev=1.120 largest_force_ev_per_a=2.73 homo_lumo_gap_ev=4.935
C -0.56 -2.15 -2.09
C 0.44 -2.88 -1.23
C 0.12 -4.36 -1.10
N 0.44 -2.36 0.14
N -0.25 -3.01 1.05
N -0.17 -2.25 2.17
C -1.08 -2.69 3.26
C -0.71 -4.12 3.58
C -2.51 -2.60 2.76
C 0.58 -1.14 1.96
C 0.84 -0.12 3.07
C 1.83 0.94 2.61
C 1.45 -0.83 4.29
C -0.48 0.57 3.41
C 0.96 -1.15 0.60
C 1.60 -0.23 -0.22
H -0.56 -2.57 -3.10
H -1.57 -2.24 -1.66
H -0.31 -1.08 -2.16
H 1.45 -2.71 -1.61
H 0.09 -4.83 -2.08
H 0.89 -4.87 -0.51
H -0.84 -4.50 -0.60
H -0.92 -2.03 4.11
H -1.39 -4.52 4.34
H -0.78 -4.73 2.68
H 0.31 -4.18 3.98
H -3.19 -2.98 3.53
H -2.79 -1.57 2.53
H -2.62 -3.21 1.86
H 1.42 1.51 1.77
H 2.03 1.64 3.44
H 2.78 0.47 2.32
H 0.79 -1.60 4.71
H 2.39 -1.30 4.00
H 1.65 -0.09 5.08
H -1.19 -0.11 3.90
H -0.29 1.41 4.10
H -0.94 0.97 2.49
H 2.26 0.48 0.25
H 1.72 -0.53 -1.27
N 6.43 5.30 -3.35
C 5.44 4.82 -2.94
C 4.23 4.23 -2.44
C 3.72 4.59 -1.18
C 2.58 3.96 -0.69
C 1.93 2.96 -1.44
C 0.78 2.24 -0.91
C -0.19 1.72 -1.72
C -1.48 1.30 -1.18
C -2.64 1.33 -2.12
C -2.57 1.93 -3.40
C -3.68 1.92 -4.25
C -4.89 1.37 -3.81
C -4.98 0.81 -2.52
C -3.86 0.79 -1.69
O -1.61 0.93 0.01
C 2.42 2.66 -2.73
C 3.56 3.28 -3.22
H 4.23 5.36 -0.60
H 2.17 4.25 0.28
H 0.56 2.38 0.15
H -0.03 1.61 -2.79
H -1.65 2.40 -3.72
H -3.60 2.36 -5.24
H -5.76 1.37 -4.47
H -5.92 0.40 -2.16
H -3.92 0.36 -0.69
H 1.91 1.91 -3.34
H 3.94 3.01 -4.21